# 1
52
Properties=species:S:1:pos:R:3 method="wB97M-V/def2-TZVPD" orbital_gap_ev="5.466 / 6.178" e_homo_ev="-17.67 / -17.67" e_above_lowest_kj_mol=378.9 total_charge=+3 multiplicity=5 lumo_ev="-12.21 / -11.49"
Mn 0.082 0.073 0.078
P -1.069 1.962 0.704
C -2.768 1.170 0.961
C -2.998 -0.001 0.013
N -1.886 -0.616 -0.472
C -2.044 -1.684 -1.298
C -3.303 -2.167 -1.664
C -4.438 -1.532 -1.152
C -4.288 -0.435 -0.300
C -0.768 -2.304 -1.852
P 0.722 -1.972 -0.732
H -5.153 0.064 0.112
H -3.401 -3.011 -2.330
H -5.425 -1.887 -1.413
H -0.888 -3.378 -1.997
H -0.575 -1.860 -2.828
H -2.814 0.800 1.955
H -3.548 1.923 0.854
H -0.120 -1.989 4.452
O -0.940 -1.797 5.060
H -1.317 -2.685 5.314
H 3.207 -3.179 2.498
O 3.178 -3.588 3.423
H 4.102 -3.942 3.593
C 0.694 -3.513 0.350
H 0.685 -4.414 -0.264
H 1.576 -3.538 0.990
H -0.197 -3.512 0.978
C 2.151 -2.347 -1.898
H 3.095 -2.317 -1.353
H 2.035 -3.336 -2.341
H 2.187 -1.608 -2.699
C -1.453 3.261 -0.601
H -2.283 3.892 -0.281
H -0.580 3.892 -0.768
H -1.723 2.778 -1.540
C -0.906 2.977 2.280
H -0.007 3.592 2.240
H -1.772 3.628 2.407
H -0.842 2.315 3.144
O 1.843 0.660 0.633
N 2.286 1.548 -0.270
C 2.797 1.061 -1.540
C 3.429 2.135 -2.392
C 3.476 3.414 -2.004
C 2.911 3.828 -0.709
C 2.354 2.923 0.102
H 1.967 0.597 -2.107
H 3.860 1.853 -3.348
H 3.941 4.157 -2.644
H 2.961 4.869 -0.408
H 1.966 3.241 1.062

---

# 2
57
Properties=species:S:1:pos:R:3 method="wB97M-V/def2-TZVPD" orbital_gap_ev=3.423 e_homo_ev=-1.29 total_charge=-2 lumo_ev=2.13
N -7.502 20.176 19.863
H -7.123 20.331 18.940
H -7.933 19.271 19.990
H -7.957 21.008 20.212
H -6.603 20.163 20.322
C -5.216 19.956 15.816
C -5.859 20.009 17.207
O -6.438 21.044 17.384
O -5.633 19.098 18.047
H -4.211 19.602 16.050
H -5.352 20.924 15.333
H -5.844 19.260 15.261
C -7.985 16.017 21.856
C -7.289 16.170 20.526
O -6.524 15.229 20.176
O -7.489 17.155 19.812
H -7.391 16.301 22.725
H -8.399 15.009 21.891
H -8.896 16.615 21.879
C -5.179 18.411 23.583
C -4.837 18.667 22.123
O -4.356 17.739 21.489
O -5.027 19.810 21.604
H -4.696 19.046 24.326
H -4.898 17.406 23.899
H -6.247 18.584 23.716
C -9.683 24.647 21.195
C -9.854 23.172 20.733
C -9.900 22.858 19.213
O -10.998 23.460 18.593
C -11.234 23.111 17.225
N -8.762 22.398 21.364
H -8.876 25.168 20.679
H -9.689 24.662 22.285
H -10.609 25.117 20.863
H -10.790 22.876 21.207
H -10.061 21.783 19.133
H -8.985 23.282 18.800
H -11.533 22.077 17.053
H -10.387 23.387 16.597
H -11.970 23.764 16.756
H -8.950 22.326 22.354
H -7.943 22.987 21.406
C -12.346 18.940 20.489
C -13.594 18.530 20.130
C -13.823 17.272 19.395
O -14.930 16.735 19.111
C -12.519 16.534 19.209
C -11.294 17.018 19.603
C -11.081 18.280 20.307
O -10.025 18.747 20.675
O -10.212 16.241 19.404
O -14.688 19.305 20.229
H -12.303 19.915 20.950
H -12.452 15.602 18.667
H -9.389 16.617 19.725
H -15.359 18.639 20.395

---

Max |F| (computed, eV/Å): 5.8, 6.0
Energy (computed, eV): -76036.947, -42547.179